Record 1
Density functional theory data (ωB97M-V/def2-TZVPD) for a structure of composition C78H77BBrGe2N7S7Y.

## Properties
Multiplicity ... 1
Highest occupied orbital energy ... -4.80 eV
Lowest unoccupied orbital energy ... 0.0652 Eh
Charge ... -1
Orbital gap ... 6.577 eV

Last column: Löwdin charge in e.
Atoms and positions in Å:
Y 0.08933 -1.65971 -2.29689  1.13
Br -1.48415 -3.37231 -4.83530  0.82
Ge -1.16113 0.98704 1.04063  0.04
Ge 1.88303 0.97306 1.00074  0.43
S 2.29304 -0.03621 -1.33045  0.62
S 0.34226 -4.21550 0.32233  0.64
S -1.62518 -0.78169 -0.15973  0.13
S -2.39903 -4.71228 -1.25405  0.90
S 0.27970 2.34285 -0.07121  0.23
S 0.31369 0.73168 2.71856  0.39
S 1.61888 -3.81325 -3.73997  0.61
N 1.52032 -2.07856 1.40726  -0.13
N 1.57481 -6.36986 -2.81306  -0.12
N -2.35941 -0.68590 -3.30254  0.05
N -2.39649 -3.20618 -1.99003  -0.36
N -4.68919 -2.80295 -1.58574  0.13
N 2.29542 -2.63087 -0.63395  -0.13
N 2.71861 -5.00453 -1.55676  -0.04
C 1.97345 -5.07904 -2.66361  -0.73
C -3.92039 -4.73690 -0.34316  -0.43
C 3.46098 2.16128 1.64277  -0.13
C 6.02316 -0.11435 -1.70757  -0.01
C 0.39961 5.50507 3.35598  -0.02
C -1.11135 5.69959 5.35760  -0.05
C -2.73829 0.15932 3.80480  -0.17
C -3.46947 -1.39631 -3.10348  -0.29
C 4.88074 2.11375 -1.68946  -0.05
C 0.84222 -0.60781 -7.00602  -0.17
C -3.45594 -2.50639 -2.12174  -0.45
C -3.52710 3.30673 -2.53565  -0.02
C -1.80405 0.42380 4.81300  -0.27
C 0.26481 -1.24859 -5.85833  -0.23
C 2.80140 -6.25599 -1.00049  -0.09
C -3.79887 2.78735 -1.27933  -0.20
C 1.75992 1.10211 -5.59204  -0.09
C 0.63261 -1.09798 -8.31528  -0.05
C 0.72221 -6.86838 -3.86464  -0.04
C 6.56452 -1.23389 -1.09370  -0.27
C 5.38572 0.88578 -0.97893  -0.25
C -3.45836 0.48389 -5.07443  -0.04
C -3.15577 3.33437 -0.16184  -0.15
C -2.28520 4.41342 -0.32039  -0.24
C -2.27197 4.82077 -4.10260  -0.05
C -1.41376 1.83931 5.12731  -0.07
C 5.79286 -0.50751 2.55172  -0.04
C -5.34270 -5.75123 1.30933  -0.10
C -4.29220 -1.45408 2.63397  -0.03
C 5.83093 -0.37240 1.04881  -0.23
C 4.79189 1.87381 1.25918  -0.21
C 0.48098 -0.72911 -4.53106  -0.26
C -5.08248 2.98075 3.02893  -0.07
C 1.83273 5.42674 1.28933  -0.05
C 5.86021 2.64783 1.71220  -0.04
C 5.66842 3.70268 2.57761  -0.06
C -4.61886 3.43087 1.80624  -0.04
C -0.54499 -2.37400 -6.17716  -0.56
C -6.33280 -4.83104 1.02149  -0.10
C 5.26453 0.74109 0.40664  -0.16
C -1.60417 5.05894 0.85053  -0.05
C -4.12932 -5.69602 0.62918  -0.09
C -6.10916 -3.84761 0.06429  -0.03
C 0.69662 3.96371 5.14913  -0.05
C -2.01304 4.88741 -1.60005  -0.02
C -4.59553 -0.27926 -4.89639  -0.05
C 1.61387 0.56365 -6.83280  -0.06
C 0.91981 -2.35469 2.69327  -0.12
C 7.20636 -2.32789 -1.90144  -0.05
C 2.03054 3.75277 3.16168  -0.15
C -0.91953 -3.09903 5.94491  -0.05
C 2.45218 2.17316 5.08592  -0.03
C 2.92404 -1.36899 -0.27780  -0.66
C -0.76598 -2.82217 -7.45170  -0.16
C -3.16831 -1.15297 3.58023  -0.20
C -2.57030 -2.19074 4.28510  -0.01
C 6.46426 -1.34528 0.28909  -0.02
C -2.61433 4.33858 -2.71816  -0.27
C 2.10170 -7.11464 -1.77272  -0.06
C 1.40236 4.87919 2.62360  -0.21
C -3.34958 1.29495 3.05013  -0.21
C -0.16290 -2.18147 -8.54403  -0.10
C -1.58325 -1.95116 5.23082  -0.28
C -1.23057 -0.63708 5.50136  -0.03
C -4.45604 1.90819 3.63635  -0.05
C 2.50405 -1.05061 1.15295  -0.32
C -2.37313 0.25017 -4.24267  -0.12
C -4.61131 -1.21937 -3.88185  -0.02
C -2.85637 1.76512 1.81964  -0.17
C 4.38426 3.97958 2.98748  -0.05
C 1.70561 3.31568 4.45257  -0.24
C 1.42316 -2.94196 0.37862  -0.83
C -3.52461 2.82576 1.19063  -0.23
C 3.28592 3.24030 2.53190  -0.20
C -4.90448 -3.79239 -0.61527  -0.24
C -4.78648 1.66429 -1.11350  -0.03
C 1.19444 0.45749 -4.47348  -0.19
C 0.02170 5.04930 4.60933  -0.27
B 3.38717 -3.70592 -1.06793  -0.51
H -1.65564 -3.83880 6.26331  0.07
H 2.90514 5.63198 1.27661  0.08
H 0.61022 -6.08281 -4.60820  0.04
H 6.87200 -2.22237 0.78192  0.12
H -0.08507 6.38573 2.94751  0.11
H 1.35361 0.95067 -3.51982  0.02
H -0.89176 2.27733 4.27508  0.03
H 4.07198 -3.97188 -0.09918  0.09
H -0.94236 5.67146 6.43493  0.07
H -5.45941 -0.14640 -5.53511  0.11
H -1.88105 5.83805 -4.08093  0.07
H 4.19511 4.78733 3.68538  0.13
H -1.24183 6.73787 5.05070  0.07
H -0.21357 -3.60042 5.27813  0.07
H -1.41255 -3.67446 -7.60973  0.08
H 8.06043 -2.75446 -1.37356  0.07
H 4.18679 2.67674 -1.06880  0.07
H 3.34294 -6.43004 -0.08800  0.12
H -3.93106 -1.42779 1.60417  0.04
H 3.99500 -1.41931 -0.42913  0.06
H -4.25138 0.73536 -0.88769  0.06
H -3.33940 -6.40538 0.84540  0.11
H -1.46233 0.82432 -4.35343  0.11
H 4.36138 1.82603 -2.60338  0.06
H 2.06641 1.02223 -7.70488  0.10
H 3.52757 2.35991 5.09468  0.08
H 1.39931 -1.73157 3.44403  0.06
H -5.48061 -1.84390 -3.73095  0.11
H -5.10383 4.26059 1.30385  0.12
H 6.66368 -0.02082 2.99941  0.08
H -3.14407 4.79595 -4.75808  0.07
H -5.09349 -0.71680 2.72605  0.08
H -3.39992 1.23715 -5.84801  0.11
H -5.35585 -2.04882 -1.58650  0.13
H -2.89003 -3.21072 4.09286  0.12
H -0.37171 -2.75300 6.82154  0.07
H 6.50512 4.28858 2.93892  0.10
H -1.50461 4.17746 -4.54174  0.08
H -0.34327 -2.55021 -9.54574  0.10
H -4.81651 1.52959 4.58660  0.12
H -0.52876 4.94183 0.73729  0.02
H 1.10822 -0.57791 -9.13947  0.11
H -0.48226 -0.42994 6.26032  0.11
H 6.09118 -0.01395 -2.78614  0.12
H -0.14789 -2.13521 2.69193  0.06
H 4.00177 -3.21846 -1.98099  0.07
H -5.92719 3.46393 3.50575  0.10
H -5.50359 -6.51356 2.06037  0.10
H -1.89156 4.60066 1.79390  0.08
H -0.75210 1.87454 5.99342  0.07
H 2.32240 2.01890 -5.45296  0.10
H -2.29215 2.45443 5.32963  0.08
H 1.62616 4.69560 0.50585  0.04
H 3.30706 -1.10210 1.89519  0.10
H 1.17218 -7.74891 -4.32417  0.09
H -5.36690 1.52416 -2.02537  0.07
H 0.43950 3.62130 6.14618  0.11
H -6.87215 -3.10581 -0.14637  0.11
H 2.11539 2.01048 6.11026  0.08
H -4.04470 2.90237 -3.39503  0.10
H 6.85791 2.39195 1.37380  0.12
H -7.27664 -4.85579 1.54988  0.10
H 6.47908 -3.12498 -2.07172  0.07
H 7.53617 -1.95781 -2.87209  0.07
H -0.26308 -7.12552 -3.47132  0.09
H 1.06164 -3.41162 2.93218  0.07
H 4.90558 -0.03585 2.97209  0.07
H -4.69236 -2.44497 2.83480  0.07
H 5.71503 2.76975 -1.95401  0.09
H 5.81101 -1.55877 2.84234  0.08
H -1.83520 6.12676 0.89363  0.09
H 1.90960 -8.16822 -1.67245  0.11
H -2.04680 5.17019 5.15418  0.07
H 2.27850 1.25673 4.51867  0.04
H -1.30624 5.70378 -1.71603  0.12
H 1.29986 6.34964 1.05674  0.08
H -5.46771 1.85882 -0.28325  0.08

Atoms 1-6, force components in eV/Å:
Y 0.029 -0.550 0.383
Br 0.120 0.424 -0.326
Ge 0.067 0.071 0.038
Ge -0.111 -0.132 0.547
S -0.383 -0.114 -0.105
S -0.204 -0.037 -0.116

---

Record 2
Density functional theory data (ωB97M-V/def2-TZVPD) for the molecule C24H31N3O5.

## Properties
Multiplicity ... 1
Highest occupied orbital energy ... -8.13 eV
Lowest unoccupied orbital energy ... 0.0190 Eh
Orbital gap ... 8.646 eV

Last column: Löwdin charge in e.
Atoms and positions in Å:
O 0.81736 3.09223 1.24110  -0.14
O -1.85282 -3.39047 1.72828  0.08
O -0.57623 -1.79658 -1.49214  0.11
O 1.58492 0.48214 -5.32374  -0.07
O 3.83058 2.28458 -1.54501  -0.07
N 0.91964 -1.67577 0.18869  0.10
N -1.45195 -1.17788 1.37300  0.16
N -1.48828 1.48335 1.30816  -0.12
C -1.12857 -2.48942 1.36547  -0.43
C -5.11514 0.76614 1.79978  -0.09
C -2.73022 0.82558 1.50437  -0.18
C 1.83602 0.53879 -3.99308  -0.26
C 1.30078 -0.37726 -1.82511  -0.12
C 1.07985 -2.08859 3.23360  -0.06
C -2.69746 -0.57916 1.56741  -0.14
C 0.82775 -4.52317 2.66802  -0.06
C -1.48191 2.70753 0.53285  -0.15
C 0.46417 -1.34714 -1.05810  -0.43
C -0.03289 2.96886 0.11749  -0.17
C 4.00162 2.42390 -0.15255  -0.07
C 1.19492 -3.14252 2.13274  -0.36
C 1.10336 -0.34134 -3.19374  0.06
C -0.69011 1.66296 2.51051  -0.13
C -5.07284 -0.61262 1.89856  -0.08
C 0.74480 1.96006 2.07674  -0.20
C 2.74429 1.39854 -3.39696  0.07
C -3.87060 -1.28852 1.77973  0.00
C 2.28782 1.35017 -6.18073  -0.08
C 2.22317 0.48310 -1.22462  0.00
C 2.92971 1.38068 -2.01215  -0.26
C 0.31745 -2.77861 0.91915  -0.20
C -3.94551 1.48307 1.60637  -0.02
H 1.92836 1.12733 -7.18390  0.09
H -3.98074 2.56028 1.53950  0.11
H 3.06960 2.71633 0.34066  0.08
H 4.39136 1.50555 0.29924  0.10
H 0.24117 -3.65364 0.25743  0.16
H -2.10161 2.57320 -0.35450  0.14
H 3.36686 1.17260 -6.13453  0.10
H 1.78638 -2.30456 4.03188  0.08
H 1.41029 -4.74806 3.55824  0.08
H 0.30961 2.14309 -0.52421  0.11
H -6.05581 1.29002 1.88062  0.10
H 0.07773 -2.09477 3.65546  0.09
H 2.08147 2.39921 -5.94656  0.10
H -5.98245 -1.17124 2.05829  0.10
H 1.02700 -5.28821 1.92156  0.08
H -0.72014 0.75519 3.11509  0.12
H 0.05555 3.91006 -0.42697  0.13
H 3.32688 2.10773 -3.96079  0.12
H 1.37949 2.17764 2.93823  0.13
H -0.22849 -4.55867 2.91894  0.07
H 0.37919 -0.99846 -3.64623  0.13
H 1.88380 -1.47979 0.40971  0.13
H -1.84962 3.57253 1.10944  0.13
H -3.83320 -2.36371 1.83054  0.10
H -0.76598 -0.52181 1.01528  0.12
H 1.13861 1.07969 1.54451  0.10
H 4.73574 3.21818 -0.02873  0.10
H 1.29051 -1.09104 2.85222  0.06
H 2.23667 -3.17354 1.78436  0.14
H -1.06733 2.50266 3.11828  0.14
H 2.37318 0.47310 -0.15727  0.09

Atoms 1-6, force components in eV/Å:
O 0.023 0.151 0.091
O -0.200 -0.272 0.018
O -0.024 -0.128 -0.061
O -0.145 -0.188 0.245
O -0.111 -0.090 -0.379
N 0.165 -0.090 0.249